Computed, not measured: a molecular structure, C8H7Br6NO2, with wB97M-V/def2-TZVPD.

Results
HOMO energy in eV: -10.0
Lowest unoccupied orbital energy in eV: -0.79
HOMO-LUMO gap in hartree: 0.34031
ΔE to the lowest compared entry with this formula, charge and spin in eV: 0.929

Each line ends with the natural charge from an NBO analysis.
Positions of all 24 atoms, in Å:
1 C 0.7421 -4.1105 0.3396  -0.466
2 Br 2.4581 -4.7874 -0.2886  0.076
3 Br 0.4271 -4.6082 2.2489  0.075
4 Br -0.7576 -4.7674 -0.7340  0.080
5 H 0.7920 -3.0594 0.0551  0.234
6 C -3.9780 0.5903 -2.9558  -0.479
7 Br -4.1758 1.0181 -0.9760  0.024
8 Br -4.5812 2.0958 -3.9822  0.090
9 Br -4.8181 -1.0762 -3.3243  0.131
10 H -2.8996 0.6359 -3.1078  0.236
11 C 2.6381 1.9455 1.9291  -0.174
12 C 1.9770 0.8119 2.3851  -0.214
13 C 0.9513 0.3355 1.5952  -0.180
14 C 0.5051 1.0044 0.4117  0.021
15 C 1.2215 2.1502 0.0237  -0.180
16 C 2.2339 2.6366 0.8214  -0.215
17 N -0.5016 0.4076 -0.4849  0.538
18 O -0.8278 -0.7657 -0.2660  -0.398
19 O -0.9889 1.1596 -1.2604  -0.350
20 H 3.1833 2.5218 2.6619  0.217
21 H 2.2480 0.1821 3.2195  0.230
22 H 0.5177 -0.5984 1.9210  0.236
23 H 0.8688 2.7311 -0.8156  0.242
24 H 2.7647 3.5466 0.5836  0.226

=====

Computed, not measured: a molecular structure, C8H7BrN2O4, with wB97M-V/def2-TZVPD.

Results
HOMO energy (alpha / beta) in eV: -9.2 / -9.2
Lowest unoccupied orbital energy (alpha / beta) in eV: -1.65 / -1.66
HOMO-LUMO gap (alpha / beta) in hartree: 0.27624 / 0.27623
ΔE to the lowest compared entry with this formula, charge and spin in eV: 5.948

Each line ends with the natural charge from an NBO analysis.
Positions of all 22 atoms, in Å:
1 C 0.7199 -0.2021 1.2112  -0.242
2 C 1.1012 0.1903 -1.5737  -0.054
3 C 1.9958 -0.5569 1.0428  -0.151
4 C 2.2645 -0.3384 -1.4474  -0.322
5 C -2.4360 0.9990 0.0179  -0.311
6 C -1.4316 0.1974 0.0775  -0.261
7 C -0.0552 0.6705 0.4417  0.119
8 C 2.9923 -0.4759 -0.1045  -0.027
9 N 0.3688 2.0200 0.2128  0.482
10 N 3.9204 -1.5173 -0.0157  0.490
11 O -0.3907 2.7699 -0.3885  -0.401
12 O 4.6222 -1.6704 0.9361  -0.333
13 O 1.3635 2.3946 0.8049  -0.378
14 O 4.0038 -2.1637 -1.0370  -0.371
15 Br 4.2808 1.0135 0.0647  0.101
16 H 0.2487 -0.7373 2.0142  0.232
17 H 0.4834 0.5319 -2.3871  0.227
18 H 2.3208 -1.0971 2.0074  0.248
19 H 2.9682 -0.8071 -2.2404  0.295
20 H -3.3914 0.8148 -0.3197  0.204
21 H -2.3571 2.0487 0.2523  0.221
22 H -1.3044 -0.9221 -0.1235  0.233

=====

Computed, not measured: a molecular structure, C8H7Cl2CoInN3O4, with wB97M-V/def2-TZVPD.

Results
Expectation value of S²: 6.0493
HOMO energy (alpha / beta) in eV: -20.9 / -23.6
Lowest unoccupied orbital energy (alpha / beta) in eV: -15.84 / -17.63
HOMO-LUMO gap (alpha / beta) in hartree: 0.18504 / 0.21757
Charge: +4
2S+1: 5

Each line ends with the Löwdin spin population.
Positions of all 26 atoms, in Å:
1 Co -1.1722 3.2516 -5.1997  1.077
2 In -0.0921 1.1031 -0.1845  0.445
3 Cl -0.4132 1.4197 -4.3834  0.479
4 Cl -1.6370 1.9676 -1.7216  0.703
5 C 1.7875 1.9135 1.6588  0.108
6 C -1.1252 2.9585 -6.9527  -0.009
7 C -1.6192 4.8772 -5.7498  -0.007
8 O 2.1969 2.1813 2.7032  0.010
9 O -1.1558 3.0497 -8.1071  -0.009
10 O -1.8720 5.8608 -6.3192  -0.007
11 C -0.6141 -1.1304 4.4320  0.032
12 N -0.0527 -1.4583 3.1205  0.217
13 C 0.4026 -2.7246 2.8399  0.041
14 C 0.9270 -3.0233 1.6097  0.356
15 C 0.8843 -2.0660 0.5912  0.060
16 N 0.2873 -0.9167 0.8317  0.110
17 C -0.1430 -0.5622 2.0924  0.021
18 O -0.6096 0.6043 2.1898  0.194
19 N 1.3478 -2.2426 -0.6754  0.126
20 H -0.0519 -0.3781 4.9694  0.015
21 H -0.5812 -2.0405 4.9992  0.001
22 H -1.6562 -0.8177 4.3652  0.014
23 H 0.2854 -3.3963 3.6634  -0.001
24 H 1.3082 -3.9970 1.3529  0.011
25 H 2.0000 -3.0073 -0.8524  0.001
26 H 1.3684 -1.4264 -1.2734  0.013

=====

Computed values of total energy (unit: Eh) for the preceding records, in sequence: -15958.21609; -3293.11092; -3265.76803.